[1]
Density functional theory data (ωB97M-V/def2-TZVPD) for a molecular structure, C24H60N4NaO12SSn.

Geometry as XYZ:
```
103
Properties=species:S:1:pos:R:3:mulliken_charge:R:1
Sn 2.664 -0.340 1.561 1.228
Na -0.780 0.743 1.312 0.848
S 0.611 -0.140 -0.320 1.919
O 0.759 -1.007 -1.460 -0.953
O 1.767 0.743 -0.232 -1.290
O -0.696 0.570 -0.442 -1.238
O 0.478 -0.863 0.912 0.618
C -0.861 -5.841 1.423 -0.737
O -0.058 -4.741 1.895 -0.308
C 0.547 -3.876 0.908 0.786
C -0.355 -3.459 -0.256 -1.334
N -1.103 -2.257 0.032 -0.139
C -2.255 -2.403 0.962 0.213
C -2.739 -1.039 1.268 -1.292
O -2.223 -0.407 2.375 -0.533
C -3.000 -0.489 3.572 -1.198
H -1.083 -6.541 2.228 0.260
H -0.259 -6.343 0.665 0.325
H -1.856 -5.519 1.114 0.227
H 1.436 -4.317 0.457 0.501
H 1.123 -3.107 1.422 -1.070
H -1.021 -4.294 -0.475 0.665
H 0.285 -3.270 -1.118 0.414
H -0.477 -1.635 0.523 -0.535
H -2.012 -2.986 1.850 -0.271
H -3.125 -2.912 0.547 0.698
H -3.824 -1.133 1.315 1.169
H -2.480 -0.447 0.390 -1.615
H -3.358 -1.482 3.845 0.326
H -3.743 0.285 3.384 0.487
H -2.431 -0.031 4.381 0.362
C 4.730 2.076 3.015 -0.828
O 5.034 0.699 2.729 -0.340
C 5.315 0.022 3.990 -0.633
C 4.934 -1.435 3.755 -0.837
N 3.452 -1.509 3.908 -0.101
C 2.979 -2.841 3.604 -0.864
C 1.458 -2.815 3.877 -0.954
O 0.727 -2.050 2.813 0.278
C -0.663 -1.909 3.101 -0.848
H 3.846 2.106 3.652 0.408
H 4.449 2.596 2.099 0.248
H 5.538 2.704 3.391 0.331
H 4.762 0.494 4.803 0.401
H 6.383 0.054 4.208 0.424
H 5.508 -2.022 4.471 0.520
H 5.199 -1.565 2.705 0.352
H 3.131 -1.426 4.862 0.201
H 3.517 -3.645 4.108 0.648
H 3.113 -2.958 2.529 0.372
H 1.271 -2.411 4.871 0.668
H 1.176 -3.866 3.945 0.323
H -0.858 -1.477 4.083 0.737
H -1.063 -2.906 2.917 0.427
H -1.214 -1.286 2.396 -0.230
C -0.824 3.419 -3.831 -0.709
O -0.748 3.849 -2.487 -0.182
C 0.412 3.819 -1.724 -0.841
C 1.167 2.484 -1.487 0.842
N 1.964 1.924 -2.595 -0.017
C 3.085 2.846 -3.015 -0.523
C 4.321 2.165 -3.463 -0.808
O 4.135 1.184 -4.470 -0.347
C 4.110 1.755 -5.810 -0.681
H -0.925 2.334 -3.860 0.409
H 0.059 3.798 -4.346 0.404
H -1.712 3.891 -4.252 0.314
H 0.047 4.063 -0.726 0.354
H 1.030 4.657 -2.047 0.288
H 0.517 1.694 -1.112 -1.277
H 1.888 2.668 -0.690 0.560
H 1.265 1.989 -3.321 0.367
H 3.425 3.389 -2.133 0.385
H 2.749 3.582 -3.746 0.380
H 4.811 1.802 -2.560 0.323
H 5.033 2.932 -3.765 0.394
H 3.453 2.625 -5.837 0.290
H 3.708 0.908 -6.365 0.240
H 5.113 2.072 -6.096 0.293
C -4.942 -2.690 -0.245 -1.066
O -4.050 -1.655 -0.783 -0.358
C -4.733 -0.382 -0.872 -0.846
C -3.641 0.717 -0.775 -0.318
N -2.905 0.770 -2.062 -0.294
C -1.950 1.871 -2.088 1.115
C -2.494 3.354 -2.146 -1.973
O -3.510 3.127 -3.167 -0.375
C -4.287 4.237 -3.549 -0.882
H -5.923 -2.561 -0.702 0.427
H -5.112 -2.701 0.831 0.315
H -4.540 -3.637 -0.606 0.243
H -5.368 -0.200 -0.005 0.416
H -5.343 -0.498 -1.768 0.495
H -3.051 0.543 0.124 1.233
H -4.173 1.667 -0.714 0.609
H -3.614 1.023 -2.736 0.592
H -1.380 1.855 -3.017 -0.732
H -1.343 1.745 -1.192 0.175
H -1.766 4.136 -2.360 1.036
H -3.101 3.653 -1.291 0.605
H -3.980 4.702 -4.486 0.264
H -4.203 5.030 -2.807 0.351
H -5.327 3.952 -3.712 0.273
```

E_LUMO in eV: -5.2565
Orbital gap in hartree: 0.11256
Energy above the lowest of the compared OMol25 structures with the same formula, charge and spin in eV: 18.8863
Total charge: +1
Largest force on an atom in hartree/bohr: 0.2816
Energy in hartree: -2846.0242

[2]
Density functional theory data (ωB97M-V/def2-TZVPD) for 4 unconnected molecules or ions with the total composition C24H60N4O8.

Geometry as XYZ:
```
96
Properties=species:S:1:pos:R:3:mulliken_charge:R:1
C 2.859 5.276 -4.672 -0.714
O 2.191 5.386 -3.387 -0.366
C 1.053 4.510 -3.157 -0.335
C 1.099 4.145 -1.677 -0.746
N 1.232 5.301 -0.863 -0.284
C 0.102 6.237 -0.973 -0.319
C 0.258 7.294 0.195 -0.699
O -0.884 8.106 0.253 -0.310
C -0.729 9.400 0.919 -0.733
H 3.147 4.225 -4.688 0.291
H 3.763 5.836 -4.912 0.254
H 2.130 5.514 -5.447 0.282
H 1.180 3.727 -3.905 0.501
H 0.051 4.838 -3.436 0.201
H 1.996 3.543 -1.537 0.252
H 0.359 3.462 -1.260 0.263
H 2.067 5.777 -1.176 0.374
H -0.777 5.710 -0.604 0.220
H -0.091 6.811 -1.880 0.262
H 1.280 7.671 0.198 0.409
H 0.197 6.732 1.127 0.316
H -1.535 10.130 0.846 0.268
H 0.111 9.925 0.463 0.303
H -0.475 9.231 1.965 0.293
C 0.578 -6.306 1.498 -0.771
O 0.530 -7.218 2.648 -0.391
C 0.855 -6.545 3.876 -0.123
C 0.600 -7.317 5.202 -0.682
N 0.586 -6.425 6.371 0.116
C 1.929 -6.033 6.948 -0.377
C 1.706 -5.287 8.251 -0.794
O 2.980 -4.826 8.544 -0.315
C 3.009 -3.668 9.385 -0.744
H 0.229 -6.910 0.660 0.371
H 1.618 -6.149 1.211 0.353
H -0.044 -5.419 1.378 0.290
H 0.295 -5.617 3.993 0.170
H 1.908 -6.266 3.890 0.317
H 1.251 -8.164 5.421 0.335
H -0.387 -7.746 5.030 0.472
H -0.094 -6.565 7.105 0.361
H 2.520 -5.430 6.259 0.184
H 2.380 -6.993 7.202 0.406
H 1.414 -5.878 9.119 0.419
H 0.974 -4.507 8.037 0.488
H 2.151 -3.042 9.141 0.326
H 3.879 -3.026 9.247 0.266
H 2.919 -3.941 10.437 0.310
C 1.898 -0.081 -2.941 -0.679
O 1.101 -0.794 -2.075 -0.360
C 0.148 -0.149 -1.327 -0.189
C -0.402 -1.080 -0.242 -0.721
N 0.561 -1.197 0.876 -0.398
C -0.072 -2.210 1.782 -0.894
C 0.499 -2.212 3.119 -0.449
O 1.707 -2.769 3.221 -0.361
C 2.197 -3.069 4.597 -0.828
H 2.521 -0.808 -3.462 0.264
H 2.540 0.604 -2.387 0.289
H 1.266 0.451 -3.653 0.255
H -0.727 0.073 -1.938 0.119
H 0.531 0.803 -0.959 0.290
H -0.632 -2.026 -0.732 0.321
H -1.312 -0.615 0.134 0.395
H 1.481 -1.452 0.547 0.319
H 0.203 -3.163 1.329 0.463
H -1.158 -2.180 1.867 0.517
H -0.204 -2.828 3.679 0.359
H 0.538 -1.163 3.412 0.227
H 1.390 -3.449 5.224 0.236
H 2.665 -2.183 5.026 0.395
H 2.916 -3.848 4.850 0.386
C -4.839 4.880 -6.279 -0.700
O -4.341 3.456 -6.279 -0.333
C -2.909 3.316 -6.511 -0.548
C -2.362 1.869 -6.605 -0.657
N -2.254 1.202 -5.297 -0.197
C -2.881 -0.179 -5.148 -0.818
C -2.582 -0.847 -3.814 -0.155
O -3.386 -1.934 -3.685 -0.381
C -2.829 -2.861 -2.830 -0.790
H -4.189 5.432 -5.601 0.289
H -5.846 5.041 -5.895 0.266
H -4.637 5.317 -7.257 0.291
H -2.352 3.928 -5.802 0.283
H -2.674 3.760 -7.479 0.437
H -1.367 1.821 -7.049 0.336
H -3.133 1.375 -7.197 0.315
H -2.663 1.742 -4.548 0.199
H -2.548 -0.842 -5.947 0.364
H -3.941 -0.005 -5.333 0.406
H -2.842 -0.056 -3.110 0.271
H -1.513 -1.054 -3.754 0.194
H -3.377 -3.768 -3.083 0.357
H -2.793 -2.686 -1.755 0.290
H -1.765 -3.071 -2.933 0.354
```

Multiplicity: 2
E_LUMO (alpha / beta) in eV: -2.9744 / -7.9052
Orbital gap (alpha / beta) in hartree: 0.25130 / 0.07009
Energy above the lowest of the compared OMol25 structures with the same formula, charge and spin in eV: 0.1706
Total charge: +1
Largest force on an atom in hartree/bohr: 0.1152
Energy in hartree: -1770.6906